# 1
Molecular formula: CH2O2S3
Method: DFT, ωB97M-V with the def2-TZVPD basis set

Values from the calculation:
energy above the lowest of the compared OMol25 structures with the same formula, charge and spin: 67.58 kcal per mole
SMILES: O=S1(=O)S[C@H]1S
lowest unoccupied orbital energy: -0.0348 Ha

Last column: Mulliken charge in e.
CARTESIAN COORDINATES (ANGSTROEM)
C: 0.86228 0.07676 0.62264  -0.412
O: 2.47136 -1.65829 -0.69390  -0.488
O: 3.63032 -0.05863 0.73352  -0.503
S: 1.41957 1.20466 -0.74810  -0.034
S: -0.76816 -1.07836 -0.41178  -0.118
S: 2.44931 -0.44923 0.06039  0.929
H: 0.30979 0.40296 1.44772  0.503
H: -1.54711 -0.10214 -0.46644  0.124



# 2
Molecular formula: C23H22N3PdSi
Method: DFT, ωB97M-V with the def2-TZVPD basis set

Values from the calculation:
energy above the lowest of the compared OMol25 structures with the same formula, charge and spin: 23.97 kcal per mole
lowest unoccupied orbital energy (alpha / beta): -0.1446 / -0.1364 Ha
net charge: +1

Last column: Mulliken charge in e.
CARTESIAN COORDINATES (ANGSTROEM)
Pd: 0.00420 0.03860 0.39600  0.191
C: -0.11960 -4.47060 -0.03100  -0.622
C: 1.14730 -4.71160 -0.55520  -0.473
C: 1.92180 -3.63750 -0.94810  -0.566
C: 1.42970 -2.33790 -0.81210  0.778
N: 0.20140 -2.11870 -0.27660  -0.064
C: -0.54200 -3.16100 0.09290  -0.336
C: 2.19180 -1.15470 -1.22870  0.252
C: 3.38980 -1.18600 -1.93960  -0.477
C: 4.00520 0.00990 -2.27630  -0.971
C: 3.40970 1.21620 -1.93490  -0.515
C: 2.21090 1.20490 -1.22540  0.526
N: 1.65980 0.02840 -0.88560  0.122
C: 1.46290 2.39630 -0.79910  0.559
C: 1.95440 3.69590 -0.94110  -0.544
C: 1.19150 4.76840 -0.52050  -0.531
C: -0.05510 4.53000 0.04780  -0.609
C: -0.48200 3.22040 0.16650  -0.271
N: 0.24240 2.18370 -0.24450  -0.244
H: -0.76000 -5.28450 0.26710  0.423
H: 1.52220 -5.71920 -0.64010  0.459
H: 2.89920 -3.81280 -1.36630  0.326
H: -1.52240 -2.93230 0.49710  0.466
H: 3.83440 -2.12050 -2.23340  0.352
H: 4.94310 0.00180 -2.80870  0.449
H: 3.87220 2.14310 -2.22600  0.365
H: 2.92040 3.87220 -1.38450  0.353
H: 1.56230 5.77720 -0.61650  0.465
H: -0.67960 5.34150 0.38310  0.437
H: -1.44870 2.99080 0.60290  0.431
C: 0.85370 -1.59780 3.32130  -1.160
Si: -0.21200 -0.09110 2.72530  0.554
C: -2.08430 -0.06870 3.18570  -1.128
C: 0.69530 1.54720 3.15240  0.357
C: 1.95170 1.74520 2.57680  -0.256
C: 2.70300 2.86030 2.88490  -0.686
C: 2.20620 3.80390 3.76870  -0.586
C: 0.95090 3.63500 4.32560  -0.594
C: 0.19550 2.51720 4.01710  -0.304
H: 0.99000 -1.57930 4.39850  0.442
H: 1.84390 -1.58150 2.86940  0.292
H: 0.39320 -2.54540 3.06190  0.335
H: -2.21800 -0.12850 4.26050  0.388
H: -2.60720 -0.90730 2.73650  0.343
H: -2.56200 0.84400 2.83870  0.291
H: 2.34910 0.99660 1.89260  0.289
H: 3.67370 2.99870 2.43580  0.449
H: 2.80020 4.66550 4.02800  0.419
H: 0.55620 4.37860 4.99850  0.424
H: -0.77850 2.39360 4.46890  0.402



# 3
Molecular formula: C5H6N2O
Method: DFT, ωB97M-V with the def2-TZVPD basis set

Values from the calculation:
energy above the lowest of the compared OMol25 structures with the same formula, charge and spin: 47.02 kcal per mole
lowest unoccupied orbital energy (alpha / beta): 0.0201 / -0.0422 Ha
multiplicity: 3

Last column: Mulliken spin population.
CARTESIAN COORDINATES (ANGSTROEM)
C: 1.34318 0.81062 0.83115  0.026
C: 1.02383 -2.34179 0.27582  0.906
C: -0.52876 1.56540 -0.48746  0.032
C: -0.24560 -0.84222 -0.01663  0.818
C: -0.04371 0.53871 0.51145  -0.040
N: 2.42104 1.08914 1.08379  0.007
N: -1.49004 2.30320 -0.17700  0.001
O: -1.00572 -0.97075 -1.09229  0.120
H: 0.46002 -3.24728 0.12199  0.042
H: 1.49753 -2.18494 1.23226  0.042
H: 0.01183 1.55839 -1.44260  0.006
H: -0.62913 0.65252 1.43604  0.047
H: -1.79858 2.96139 -0.88961  0.000
H: -1.01590 -1.89240 -1.38691  -0.007



# 4
Molecular formula: H41O20
Method: DFT, ωB97M-V with the def2-TZVPD basis set

Values from the calculation:
energy above the lowest of the compared OMol25 structures with the same formula, charge and spin: 34.53 kcal per mole
lowest unoccupied orbital energy: -0.0917 Ha
net charge: +1

Last column: Mulliken charge in e.
CARTESIAN COORDINATES (ANGSTROEM)
O: -1.17053 1.77298 4.47058  -0.648
H: -1.92352 1.45401 4.97436  0.306
O: -1.23839 0.51362 1.05889  -0.554
H: -0.45045 -0.03798 1.09621  0.172
H: -1.51617 0.60387 0.14821  0.198
O: -4.72285 0.56258 -1.74012  -0.636
H: -5.54158 0.79162 -1.32845  0.296
H: -3.96487 0.77201 -1.19101  0.297
O: -2.49912 3.55339 -0.33322  -0.533
H: -3.32425 3.88301 0.04240  0.258
H: -2.11807 4.30038 -0.81195  0.286
O: -1.78436 -4.83010 -1.99616  -0.536
H: 3.39294 1.00485 1.97337  0.323
H: -2.71265 -4.92984 -2.21458  0.283
O: 3.69617 1.89134 2.14993  -0.640
H: 2.11148 2.90213 1.95723  0.302
H: 4.35445 2.09577 2.80888  0.281
O: 1.22845 3.09078 1.58979  -0.599
H: 1.50029 3.77868 0.96350  0.306
H: -0.63652 3.25939 2.30464  0.358
O: 2.21201 -1.61631 -4.18341  -0.677
H: 2.45090 -0.80719 -3.72511  0.279
H: 1.58788 -1.45312 -4.89058  0.328
O: 1.15872 0.52866 -0.58943  -0.259
H: 1.39196 1.34849 -0.16139  0.251
H: -1.66125 -5.42839 -1.25813  0.273
O: 1.06068 1.80814 -3.49494  -0.548
H: 0.43988 1.63720 -4.21329  0.325
H: 1.82685 1.66860 -4.09399  0.266
O: -0.11137 -0.48807 -3.03300  -0.490
H: -0.40432 0.35575 -2.65003  0.235
H: -0.81792 -1.05183 -2.68241  0.240
O: 0.73081 -4.00782 -0.40464  -0.695
H: 0.27982 -4.83739 -0.23102  0.232
H: 0.85650 -4.05021 -1.39672  0.392
O: 1.04082 0.35938 4.28805  -0.640
H: 0.96439 -0.22593 3.51532  0.403
H: 1.53487 0.06872 5.05296  0.264
O: 0.67828 -3.30874 -2.85838  -0.628
H: 1.33605 -2.71049 -3.27851  0.412
H: -0.13080 -2.83044 -2.67822  0.227
O: -1.58421 1.35589 -1.74071  -0.540
H: -1.80265 2.15486 -2.24234  0.245
H: -0.82208 1.65598 -1.21825  0.276
O: 2.40030 -1.95920 0.10820  -0.754
H: 2.02853 -1.06771 0.13781  0.256
H: 1.78071 -2.50673 -0.41680  0.528
O: 4.28529 -0.28563 -0.58036  -0.550
H: 5.21601 -0.17031 -0.39869  0.245
H: 4.04938 -1.18443 -0.83279  0.342
O: -1.43755 2.68304 2.16602  -0.385
H: -1.47056 2.19779 3.11082  0.573
H: -1.27957 1.77837 1.69057  0.464
O: 0.74628 -1.93478 2.74397  -0.639
H: 1.19618 -1.97650 1.88964  0.390
H: 0.69656 -2.80665 3.14282  0.252
O: -4.49264 -0.01511 2.08181  -0.587
H: -5.00032 -0.28063 2.85610  0.287
H: -4.59883 -0.78653 1.51099  0.313
H: -0.28488 1.30990 4.58078  0.430
H: 1.26886 0.44689 -1.54520  0.143



# 5
Molecular formula: C4H6N2O2
Method: DFT, ωB97M-V with the def2-TZVPD basis set

Values from the calculation:
energy above the lowest of the compared OMol25 structures with the same formula, charge and spin: 22.14 kcal per mole
SMILES: [H]/N=C(N)\C=C/C(=O)O
lowest unoccupied orbital energy: -0.0069 Ha

Last column: Mulliken charge in e.
CARTESIAN COORDINATES (ANGSTROEM)
C: -1.07925 0.64476 0.09888  0.688
C: -0.75211 -0.83496 0.14853  -0.363
C: 0.42899 -1.44767 -0.01718  -0.344
C: 1.80041 -0.89712 -0.50365  0.433
H: -0.40052 2.50806 0.57038  0.237
H: 0.26717 1.25509 1.53620  0.297
H: -2.69027 0.37296 -0.84147  0.255
H: -1.64722 -1.47499 0.25186  0.315
H: 0.44601 -2.52595 0.09258  0.353
H: 1.21963 0.98621 -0.22253  0.548
N: -0.11385 1.50990 0.62662  -0.648
N: -2.14341 1.15812 -0.42455  -0.686
O: 2.00794 0.41303 -0.51074  -0.566
O: 2.65649 -1.66743 -0.80494  -0.518



# 6
Molecular formula: C33H42BBrN7O2S3V
Method: DFT, ωB97M-V with the def2-TZVPD basis set

Values from the calculation:
lowest unoccupied orbital energy (alpha / beta): -0.2723 / -0.2634 Ha
net charge: +2

Last column: Mulliken charge in e.
CARTESIAN COORDINATES (ANGSTROEM)
V: -0.09591 0.25640 -0.21243  -0.926
C: 1.46310 -5.09028 -1.69940  -1.605
C: 0.13254 -4.39833 -1.68437  0.226
C: -0.98559 -4.91067 -2.28336  -0.343
C: -2.21443 -4.20417 -2.27503  -0.032
N: -2.33198 -3.07051 -1.62533  -0.797
N: -1.23565 -2.62564 -1.00528  0.971
B: -1.43160 -1.47775 -0.02139  1.190
N: -2.56528 -0.53168 -0.44054  1.024
N: -3.72603 -0.71529 0.20379  -0.703
C: -4.75939 -0.01934 -0.20285  -0.257
C: -4.60852 0.98416 -1.19338  -0.267
C: -3.42366 1.18045 -1.83727  -0.126
C: -3.20661 2.24707 -2.86673  -1.774
C: -2.37933 0.29938 -1.48469  1.162
S: -0.85960 0.18449 -2.33842  -0.476
C: -6.10490 -0.30693 0.42951  2.191
C: -6.04736 -1.58805 1.25942  -1.801
C: -6.47484 0.88400 1.32928  -1.734
C: -7.14393 -0.46742 -0.69304  -1.536
N: -1.56762 -2.07150 1.38132  0.823
N: -2.03931 -3.32236 1.43101  -0.346
C: -2.20512 -3.87353 2.60278  -0.144
C: -1.92242 -3.14557 3.78842  -0.630
C: -1.42717 -1.87674 3.73139  0.271
C: -1.08408 -1.06446 4.94189  -1.828
C: -1.20998 -1.35048 2.43485  0.948
S: -0.49185 0.18219 2.13905  -0.367
C: -2.76137 -5.29235 2.59444  2.000
C: -2.00395 -6.12740 1.55424  -1.409
C: -4.24487 -5.20148 2.19780  -1.291
C: -2.63476 -5.95082 3.97011  -2.236
C: -0.03685 -3.17244 -1.01578  0.187
S: 1.35016 -1.82920 -0.58739  -0.047
C: -3.45192 -4.74198 -2.97528  2.169
C: -4.52021 -3.65367 -3.09487  -1.748
C: -3.08117 -5.24921 -4.37689  -1.810
C: -3.99020 -5.90764 -2.12458  -1.478
H: 1.50114 -5.85539 -2.47185  0.444
H: 1.64528 -5.56764 -0.73438  0.341
H: 2.27381 -4.38052 -1.86800  0.336
H: -0.92917 -5.86750 -2.78864  0.442
H: -5.44891 1.62492 -1.42977  0.523
H: -3.97280 3.01465 -2.78650  0.453
H: -3.24546 1.82835 -3.87479  0.350
H: -2.22786 2.70877 -2.74170  0.426
H: -5.32978 -1.50691 2.07835  0.283
H: -5.76448 -2.44658 0.64487  0.227
H: -7.03455 -1.77586 1.68180  0.532
H: -5.72787 1.03211 2.11155  0.356
H: -7.43547 0.69033 1.80730  0.460
H: -6.56718 1.81124 0.75885  0.387
H: -6.83378 -1.22154 -1.42055  0.193
H: -7.33139 0.46859 -1.22215  0.393
H: -8.09090 -0.78928 -0.25990  0.484
H: -2.09398 -3.60641 4.75220  0.542
H: -1.30449 -1.61400 5.85400  0.416
H: -1.64375 -0.12755 4.95021  0.391
H: -0.02353 -0.80332 4.93935  0.405
H: -2.07762 -5.67819 0.56199  0.026
H: -2.43261 -7.12992 1.51343  0.488
H: -0.94691 -6.22098 1.81901  0.394
H: -4.34615 -4.80416 1.18548  -0.003
H: -4.79823 -4.55139 2.88092  0.377
H: -4.69886 -6.19309 2.23397  0.471
H: -1.60708 -5.92487 4.34277  0.487
H: -2.92752 -6.99780 3.89090  0.426
H: -3.29100 -5.48820 4.71147  0.405
H: -4.13811 -2.77972 -3.62806  0.345
H: -4.86861 -3.32977 -2.11233  0.165
H: -5.37150 -4.04640 -3.65205  0.474
H: -2.57662 -4.47729 -4.96264  0.394
H: -3.99150 -5.53021 -4.90637  0.486
H: -2.44256 -6.13330 -4.34359  0.351
H: -4.47080 -5.53767 -1.21644  0.166
H: -3.19454 -6.59847 -1.83235  0.301
H: -4.72656 -6.47329 -2.69708  0.529
Br: 1.89903 -2.96457 1.23271  -0.130
C: 2.61861 -0.38711 -0.04882  0.649
C: 3.97039 -0.13770 0.12749  -0.964
C: 4.36522 1.17308 0.37416  -0.311
C: 3.43188 2.22013 0.45428  -0.702
C: 2.11944 1.90916 0.26745  0.336
N: 1.76139 0.62694 0.01564  0.392
C: 0.89969 2.79604 0.29128  0.162
O: 0.91383 3.97720 0.38249  -0.527
O: -0.21148 2.01948 0.18151  -0.582
H: 4.69433 -0.93844 0.07058  0.549
H: 5.41723 1.39420 0.51119  0.456
H: 3.72541 3.24120 0.65663  0.554



Summary of calculated total energy in eV
-37666.2764 -40031.2230 -10303.1060 -41610.3253 -11320.0819 -178327.9733
(order as listed above)